Molecular formula: C3H7BrS
Method: DFT, ωB97M-V/def2-TZVPD

Each line ends with the natural charge from an NBO analysis.
Cartesian coordinates (Å):
C -0.19 -0.46 -1.23  -0.724
C -0.27 -0.51 1.38  -0.751
C 0.40 -0.22 0.09  0.125
S 0.18 2.41 0.30  -0.406
Br 2.25 -0.53 0.00  0.135
H 0.37 0.11 -2.01  0.253
H -1.35 -0.30 -1.40  0.249
H -0.03 -1.59 -1.36  0.236
H -0.90 0.29 1.58  0.272
H 0.39 -0.76 2.29  0.245
H -1.06 -1.20 1.40  0.245
H 0.22 2.77 -1.04  0.121

ΔE to the lowest compared entry with this formula, charge and spin: 275.9 kJ/mol
Kohn-Sham gap: 7.539 eV
DFT total energy: -3090.6023 hartree
HOMO level: -8.51 eV
LUMO level: -0.97 eV

***

Molecular formula: C3H7Cl2N
Method: DFT, ωB97M-V/def2-TZVPD

Each line ends with the natural charge from an NBO analysis.
Cartesian coordinates (Å):
C -2.13 -0.45 0.08  -0.451
C -1.36 -1.52 0.30  -0.109
Cl -1.04 -1.92 1.95  0.023
Cl -0.70 -2.54 -0.76  0.128
H -2.35 0.20 0.80  0.211
H -1.87 0.08 -0.90  0.199
C 1.86 0.69 -0.40  -0.434
N 0.57 0.93 0.37  -0.837
H 1.65 0.11 -1.34  0.192
H 2.20 1.63 -0.91  0.177
H 2.66 0.15 0.07  0.201
H 0.78 1.72 0.82  0.347
H -0.27 0.93 -0.07  0.355

ΔE to the lowest compared entry with this formula, charge and spin: 260.1 kJ/mol
SMILES string: C=C(Cl)Cl.CN
Kohn-Sham gap: 10.001 eV
DFT total energy: -1093.5487 hartree
HOMO level: -9.23 eV
LUMO level: 0.77 eV

***

Molecular formula: C3H7Cl3
Method: DFT, ωB97M-V/def2-TZVPD

Each line ends with the natural charge from an NBO analysis.
Cartesian coordinates (Å):
Cl -2.13 -3.19 -0.22  -0.019
C -2.07 -1.82 0.89  -0.395
Cl -1.65 -0.30 0.09  -0.007
H -1.31 -2.03 1.64  0.221
H -3.04 -1.70 1.35  0.223
C 1.35 0.70 0.20  -0.642
C 1.25 1.64 -0.98  -0.357
Cl 0.69 0.78 -2.45  -0.086
H 0.38 0.25 0.43  0.224
H 2.06 -0.11 0.01  0.212
H 1.70 1.25 1.08  0.210
H 2.22 2.08 -1.23  0.210
H 0.54 2.44 -0.80  0.206

SMILES string: ClCCl.CCCl
Kohn-Sham gap: 11.233 eV
DFT total energy: -1499.0657 hartree
HOMO level: -10.43 eV
LUMO level: 0.80 eV

***

Molecular formula: C3H7ClN2
Method: DFT, ωB97M-V/def2-TZVPD

Each line ends with the natural charge from an NBO analysis.
Cartesian coordinates (Å):
C -2.27 -0.78 0.12  -0.413
N -1.19 -0.02 -0.57  -0.446
N 0.00 -0.13 0.06  -0.220
C 1.05 0.54 -0.36  -0.028
C 2.26 0.42 0.47  -0.416
Cl 3.43 -0.69 -0.28  -0.072
H -2.51 -0.28 1.10  0.190
H -3.11 -0.63 -0.62  0.200
H -1.99 -1.86 0.14  0.220
H -1.45 0.95 -0.84  0.354
H 1.06 1.10 -1.28  0.170
H 1.93 -0.02 1.45  0.239
H 2.78 1.39 0.61  0.223

ΔE to the lowest compared entry with this formula, charge and spin: 173.9 kJ/mol
SMILES string: CN/N=C/CCl
Kohn-Sham gap: 9.525 eV
DFT total energy: -688.1506 hartree
HOMO level: -8.53 eV
LUMO level: 1.00 eV

***

Molecular formula: C3H7ClN2OSi
Method: DFT, ωB97M-V/def2-TZVPD

Each line ends with the natural charge from an NBO analysis.
Cartesian coordinates (Å):
C 1.09 0.92 1.04  0.207
C 0.62 0.97 -0.34  -0.272
C -0.83 -0.22 -1.91  -0.413
N -0.42 -0.11 -0.52  -0.851
N 0.42 0.06 1.72  -0.631
O 0.95 -0.47 3.51  -0.463
Si -0.62 -1.03 0.97  1.686
Cl -2.48 -0.94 1.71  -0.346
H 1.98 1.48 1.47  0.238
H 0.28 1.80 -0.90  0.236
H 1.71 0.66 -0.76  0.205
H -1.47 0.63 -2.20  0.199
H 0.03 -0.12 -2.65  0.181
H -1.05 -1.27 -1.96  0.220
H -0.22 -2.37 0.81  -0.195

ΔE to the lowest compared entry with this formula, charge and spin: 334.7 kJ/mol
Kohn-Sham gap (alpha / beta): 9.453 / 9.444 eV
DFT total energy: -1052.8092 hartree
HOMO level (alpha / beta): -9.39 / -9.32 eV
LUMO level (alpha / beta): 0.07 / 0.13 eV

***

Molecular formula: C3H7ClN3
Method: DFT, ωB97M-V/def2-TZVPD

Each line ends with the natural charge from an NBO analysis.
Cartesian coordinates (Å):
C -1.17 0.93 -1.33  -0.417
N -0.43 0.15 -0.45  -0.114
C 0.56 -0.61 -0.70  0.337
N 0.95 -1.35 0.41  -0.572
C 0.53 -0.69 1.53  0.149
Cl 1.75 0.54 2.06  -0.059
N -0.68 0.14 0.88  -0.401
H -2.15 0.71 -1.12  0.244
H -1.00 1.96 -1.20  0.236
H -0.97 0.64 -2.34  0.248
H 1.14 -0.73 -1.62  0.262
H 1.95 -1.64 0.30  0.449
H 0.27 -1.16 2.39  0.237
H -0.74 1.11 1.18  0.403

ΔE to the lowest compared entry with this formula, charge and spin: 188.7 kJ/mol
SMILES string: CN1C=[NH+][C@@H](Cl)N1
charge: +1
Kohn-Sham gap: 10.196 eV
DFT total energy: -742.6592 hartree
HOMO level: -14.30 eV
LUMO level: -4.11 eV

***

Molecular formula: C3H7ClN3
Method: DFT, ωB97M-V/def2-TZVPD

Each line ends with the natural charge from an NBO analysis.
Cartesian coordinates (Å):
H -2.54 -1.07 -1.40  0.404
N -1.60 -0.65 -1.16  -0.634
C -0.77 -1.42 -0.62  0.137
C 0.61 -0.90 -0.29  -0.325
Cl 1.53 -1.86 0.88  0.042
C 0.51 0.66 0.30  0.574
N -0.47 1.37 -0.11  -0.721
N 1.24 1.09 1.18  -0.695
H -0.98 -2.37 -0.14  0.206
H 1.11 -0.72 -1.33  0.292
H -1.15 0.95 -0.68  0.450
H -0.42 2.34 0.13  0.404
H 1.92 0.57 1.70  0.449
H 1.02 2.02 1.53  0.417

ΔE to the lowest compared entry with this formula, charge and spin: 78.5 kJ/mol
SMILES string: [H]/N=C/[C@H](Cl)C(N)=[NH2+]
charge: +1
Kohn-Sham gap: 11.461 eV
DFT total energy: -742.7012 hartree
HOMO level: -14.95 eV
LUMO level: -3.49 eV

***

Molecular formula: C3H7ClN3O
Method: DFT, ωB97M-V/def2-TZVPD

Each line ends with the natural charge from an NBO analysis.
Cartesian coordinates (Å):
N -1.11 -0.94 0.03  -0.800
C -0.11 -0.05 0.26  0.486
N -0.05 1.18 0.62  -0.388
N -1.23 1.80 1.05  -0.538
C 1.46 -0.53 -0.09  -0.279
Cl 1.58 -2.23 0.54  0.005
C 1.61 -0.77 -1.56  0.400
O 0.88 -0.56 -2.47  -0.469
H -0.84 -1.81 -0.46  0.454
H -2.09 -0.64 -0.04  0.408
H -2.09 1.06 1.20  0.417
H -1.01 2.30 1.90  0.449
H -1.61 2.56 0.38  0.449
H 2.07 0.13 0.41  0.265
H 2.53 -1.47 -1.79  0.142

ΔE to the lowest compared entry with this formula, charge and spin: 229.0 kJ/mol
SMILES string: N/C(=N\[NH3+])[C@@H](Cl)C=O
charge: +1
Kohn-Sham gap: 9.627 eV
DFT total energy: -817.8753 hartree
HOMO level: -13.81 eV
LUMO level: -4.18 eV

***

Molecular formula: C3H7ClNO2P
Method: DFT, ωB97M-V/def2-TZVPD

Each line ends with the natural charge from an NBO analysis.
Cartesian coordinates (Å):
C -0.91 0.83 0.41  0.094
C -0.41 0.08 -0.73  -0.379
C -1.24 2.32 0.13  -0.659
N 0.49 -2.43 -1.31  -1.221
O 0.57 -1.47 1.22  -1.046
O -1.64 -0.15 -0.11  -0.448
P 0.23 -1.42 -0.21  2.110
Cl 3.80 -2.35 0.52  -0.284
H -0.58 0.63 1.44  0.222
H -0.32 0.48 -1.69  0.234
H -2.16 2.61 -0.32  0.235
H -0.47 2.73 -0.46  0.221
H -1.43 2.79 1.06  0.228
H 0.83 -3.38 -0.99  0.410
H 3.25 -1.27 1.03  0.284

ΔE to the lowest compared entry with this formula, charge and spin: 329.1 kJ/mol
Kohn-Sham gap: 11.059 eV
DFT total energy: -1125.2216 hartree
HOMO level: -10.49 eV
LUMO level: 0.57 eV

***

Molecular formula: C3H7ClNO3P
Method: DFT, ωB97M-V/def2-TZVPD

Each line ends with the natural charge from an NBO analysis.
Cartesian coordinates (Å):
C -0.51 1.43 -0.20  -1.005
C -0.04 -1.49 -0.14  -1.048
C 2.09 0.28 0.47  -0.195
N 3.02 1.27 0.26  0.431
O 2.52 2.28 -0.15  -0.305
O 4.16 1.13 0.67  -0.312
O 1.17 0.28 -2.02  -1.063
P 0.72 0.10 -0.66  1.913
Cl 3.14 -1.76 -0.38  -0.265
H -0.48 1.68 0.86  0.240
H -0.21 2.49 -0.63  0.270
H -1.46 1.14 -0.69  0.255
H 0.46 -1.98 -0.99  0.278
H 0.41 -2.01 0.75  0.270
H -1.15 -1.68 -0.37  0.271
H 2.10 -0.21 1.41  0.265

ΔE to the lowest compared entry with this formula, charge and spin: 222.8 kJ/mol
Kohn-Sham gap: 7.618 eV
DFT total energy: -1200.3518 hartree
HOMO level: -10.67 eV
LUMO level: -3.05 eV